(1)
The following is a quantum chemistry calculation of 3 unconnected molecules or ions with the total composition C17H33ClN4O6PS, from the OMol25 dataset.

Each line ends with the natural charge from an NBO analysis.
CARTESIAN COORDINATES (ANGSTROEM)
C1 2.05450 2.00565 -2.99155  -0.659
C2 1.77795 0.93882 -1.96981  -0.017
C3 2.03095 1.21989 -0.62861  -0.073
C4 1.76758 0.30477 0.36961  -0.207
S1 2.12039 0.74116 2.05256  0.021
C5 1.20313 -0.91480 0.04170  0.297
C6 0.83893 -1.90217 1.12809  -0.288
N1 1.96384 -2.80554 1.34954  -0.847
N2 0.99866 -1.19455 -1.27737  -0.318
C7 0.43604 -2.52058 -1.63545  0.111
O1 -0.86883 -2.45381 -2.08831  -0.536
C8 -1.76187 -1.58584 -1.37113  0.227
O2 -3.04772 -2.05045 -1.48605  -0.496
C9 -3.41249 -2.95773 -0.44745  -0.095
C10 -2.76167 -4.32827 -0.56515  -0.110
O3 -1.81904 -4.47677 0.50786  -0.743
C11 1.27490 -0.30714 -2.29424  -0.060
P1 0.96622 -0.47107 -4.17115  1.200
O4 0.59191 -1.98092 -4.55547  -0.967
Cl1 2.96217 -0.51749 -4.66393  -0.295
H1 1.31572 2.00325 -3.78883  0.269
H2 1.97087 2.97450 -2.50843  0.248
H3 3.05907 1.88185 -3.39328  0.245
H4 2.44165 2.18710 -0.37059  0.247
H5 3.33634 0.18982 2.14916  0.158
H6 0.54920 -1.34067 2.01493  0.228
H7 -0.02743 -2.49537 0.85397  0.234
H8 2.57300 -2.48967 2.09055  0.384
H9 1.65456 -3.74366 1.55305  0.385
H10 1.06032 -2.92677 -2.41894  0.196
H11 0.52679 -3.18038 -0.78271  0.203
H12 -1.46924 -1.55745 -0.31603  0.135
H13 -1.72307 -0.59202 -1.82092  0.171
H14 -4.49431 -3.05087 -0.48701  0.213
H15 -3.15390 -2.51908 0.51970  0.184
H16 -3.52565 -5.10393 -0.49346  0.181
H17 -2.25923 -4.42638 -1.52537  0.193
H18 -1.30178 -5.27272 0.35280  0.476
H19 1.28790 -2.64303 -4.47407  0.505
C12 -1.86974 4.53758 -1.85503  -0.720
C13 -1.20171 4.45364 -3.20742  0.685
O5 -0.39334 3.56910 -3.47406  -0.681
N3 -1.52474 5.39021 -4.12311  -0.598
C14 -2.45061 6.50145 -3.98988  -0.414
H20 -1.50418 3.71795 -1.24397  0.232
H21 -1.63591 5.48099 -1.36142  0.234
H22 -2.95241 4.45310 -1.94865  0.235
H23 -1.04726 5.27730 -5.00410  0.405
H24 -3.25020 6.42194 -4.72642  0.207
H25 -1.93420 7.44914 -4.14286  0.207
H26 -2.89389 6.50701 -3.00040  0.212
C15 1.12708 -1.41180 7.56979  -0.724
C16 1.71078 -1.46046 6.17934  0.682
O6 2.39551 -2.39024 5.78714  -0.632
N4 1.44660 -0.41711 5.34358  -0.626
C17 0.65738 0.77289 5.58917  -0.413
H27 1.43105 -2.31160 8.09426  0.252
H28 1.49197 -0.54146 8.11585  0.231
H29 0.03797 -1.37076 7.53487  0.229
H30 1.87965 -0.53139 4.44247  0.387
H31 -0.17802 0.83681 4.88886  0.193
H32 1.26428 1.67317 5.47648  0.199
H33 0.25761 0.75493 6.59728  0.220

Summary:
**HOMO energy**: -11.53 eV
**Energy**: -69050.6648 eV
**E_LUMO**: -4.0 eV
**Gap between HOMO and LUMO**: 0.27676 Ha
**Total charge**: +1

=====

(2)
The following is a quantum chemistry calculation of a molecular structure, C17H33CuN11O4PS3, from the OMol25 dataset.

Each line ends with the natural charge from an NBO analysis.
CARTESIAN COORDINATES (ANGSTROEM)
Cu1 0.59164 -0.04288 1.26850  1.309
N1 -0.29861 -1.59094 4.86535  -0.484
C1 0.59578 -0.72667 5.46986  -0.061
C2 1.25505 -0.10702 4.45892  -0.064
N2 0.78566 -0.58392 3.25451  -0.553
C3 -0.15674 -1.45971 3.53779  0.337
C4 -0.82710 -2.11703 2.42195  0.332
N3 -0.46344 -1.78799 1.20395  -0.519
C5 -1.27201 -2.48569 0.34843  -0.059
C6 -2.11333 -3.27050 1.06909  -0.066
N4 -1.81360 -3.02671 2.39451  -0.481
H1 -0.97629 -2.15560 5.34890  0.433
H2 0.67303 -0.63466 6.53906  0.242
H3 2.02530 0.64338 4.51817  0.232
H4 -1.20596 -2.35669 -0.71811  0.239
H5 -2.88952 -3.95354 0.77140  0.240
H6 -2.30561 -3.41408 3.18126  0.432
N5 3.00173 -0.47577 0.99243  -0.681
N6 3.65946 0.73543 0.79603  -0.431
C7 3.00985 1.89510 1.06476  0.632
N7 3.68693 3.02010 0.87186  -0.772
N8 1.76432 1.75197 1.52663  -0.554
N9 1.02293 2.88559 1.87505  0.637
O1 1.41402 4.02083 1.60595  -0.445
O2 0.00250 2.64921 2.46376  -0.317
H7 3.28034 -0.92478 1.85864  0.385
H8 3.15193 -1.13211 0.23359  0.403
H9 4.63164 0.75138 0.53494  0.390
H10 4.62778 3.00972 0.52097  0.409
H11 3.18820 3.88731 1.01972  0.456
C8 4.43893 -2.46444 -1.91225  -0.419
N10 3.04235 -2.79476 -2.07158  -0.420
C9 2.38965 -2.69700 -3.37741  -0.216
C10 1.04480 -3.41303 -3.15734  -0.224
N11 1.07164 -3.65271 -1.71720  -0.598
C11 2.25345 -3.36643 -1.13506  0.317
S1 2.61677 -3.67162 0.47697  -0.322
H12 5.03586 -2.98461 -2.66357  0.213
H13 4.76078 -2.78192 -0.92320  0.245
H14 4.60671 -1.38961 -2.03140  0.189
H15 2.99820 -3.18265 -4.14047  0.210
H16 2.25691 -1.65209 -3.66289  0.205
H17 0.98619 -4.34790 -3.71388  0.207
H18 0.19999 -2.78715 -3.43918  0.210
H19 0.39486 -4.20327 -1.21987  0.424
C12 -2.77140 0.30707 -3.07292  -0.637
C13 -3.73253 0.67049 -1.95927  0.124
C14 -4.28562 -0.53462 -1.22769  -0.642
O3 -3.14719 1.63493 -1.05429  -0.860
P1 -2.13053 1.52910 0.16200  1.745
S2 -2.72788 0.57453 1.73867  -0.656
S3 -0.37789 0.81002 -0.63601  -0.731
O4 -1.95020 3.05018 0.52544  -0.854
C15 -1.77614 4.25172 -0.27913  0.120
C16 -3.14143 4.81713 -0.60958  -0.629
C17 -0.90183 4.05113 -1.49951  -0.642
H20 -3.29474 -0.30153 -3.81284  0.217
H21 -1.92013 -0.25615 -2.68654  0.214
H22 -2.39375 1.20280 -3.56913  0.221
H23 -4.55813 1.23865 -2.38397  0.193
H24 -3.49103 -1.07409 -0.70607  0.213
H25 -4.75330 -1.20164 -1.95479  0.214
H26 -5.02713 -0.24074 -0.48579  0.234
H27 -1.26945 4.91746 0.41662  0.198
H28 -3.68802 4.14659 -1.27279  0.218
H29 -3.02088 5.78244 -1.10525  0.214
H30 -3.72759 4.96362 0.29821  0.226
H31 -1.36483 3.36616 -2.21330  0.214
H32 0.08041 3.66208 -1.23235  0.220
H33 -0.77180 5.01813 -1.98930  0.222

Summary:
**HOMO energy (spin up / spin down)**: -10.11 / -10.11 eV
**Multiplicity**: 2
**Energy**: -129175.9929 eV
**E_LUMO (spin up / spin down)**: -2.1 / -3.3 eV
**Gap between HOMO and LUMO (spin up / spin down)**: 0.29261 / 0.24895 Ha
**Energy relative to the best compared isomer or geometry (same formula, charge and spin)**: 36.1 kJ/mol
**Total charge**: +1

=====

(3)
The following is a quantum chemistry calculation of a single C17H33NO2 molecule, from the OMol25 dataset.

Each line ends with the natural charge from an NBO analysis.
CARTESIAN COORDINATES (ANGSTROEM)
C1 1.25214 1.47846 -6.69557  -0.263
O1 2.39410 1.33837 -5.86252  -0.513
C2 3.30515 0.43477 -6.25103  0.799
O2 3.19356 -0.22987 -7.24654  -0.603
C3 4.45637 0.36877 -5.27641  -0.507
C4 4.52051 -1.01600 -4.62101  -0.379
C5 3.23916 -1.39586 -3.87813  -0.395
C6 2.89495 -0.45056 -2.72884  -0.398
C7 1.71883 -0.96854 -1.90402  -0.383
C8 1.36104 -0.02262 -0.76025  -0.384
C9 0.19959 -0.54958 0.07890  -0.383
C10 -0.14780 0.38920 1.23172  -0.386
C11 -1.28870 -0.15531 2.08737  -0.398
C12 -1.63886 0.79943 3.22897  -0.203
N1 -2.51404 0.18285 4.20986  -0.444
C13 -2.49223 0.88326 5.48145  -0.213
C14 -3.26119 0.09147 6.53460  -0.402
C15 -4.70547 -0.10470 6.08990  -0.397
C16 -4.70807 -0.76842 4.71828  -0.402
C17 -3.88049 0.05502 3.73646  -0.221
H1 0.64157 2.25896 -6.24913  0.195
H2 1.55314 1.75693 -7.70744  0.195
H3 0.69924 0.53791 -6.74149  0.192
H4 4.33742 1.15196 -4.52991  0.223
H5 5.37960 0.54031 -5.83292  0.236
H6 4.70537 -1.75646 -5.40159  0.218
H7 5.36322 -1.03471 -3.92680  0.203
H8 3.36248 -2.40622 -3.47996  0.205
H9 2.40731 -1.42420 -4.58543  0.197
H10 3.76727 -0.33872 -2.07997  0.192
H11 2.64044 0.53411 -3.12430  0.200
H12 1.96792 -1.95044 -1.49426  0.192
H13 0.84994 -1.09439 -2.55433  0.193
H14 1.09750 0.95579 -1.16902  0.193
H15 2.23522 0.11318 -0.11891  0.192
H16 -0.67753 -0.67972 -0.55936  0.193
H17 0.46200 -1.53055 0.48173  0.194
H18 0.73655 0.53357 1.85685  0.192
H19 -0.43069 1.36579 0.83080  0.193
H20 -2.15917 -0.32127 1.45077  0.192
H21 -1.00206 -1.11512 2.52001  0.206
H22 -0.71132 1.06940 3.74200  0.192
H23 -2.07431 1.72932 2.81821  0.160
H24 -1.45074 0.99250 5.79585  0.199
H25 -2.92959 1.89648 5.39254  0.155
H26 -2.78461 -0.88234 6.65637  0.203
H27 -3.21940 0.61922 7.48922  0.206
H28 -5.24752 -0.71788 6.81226  0.207
H29 -5.20470 0.86575 6.02827  0.193
H30 -4.26826 -1.76378 4.79677  0.203
H31 -5.72727 -0.86940 4.34053  0.206
H32 -3.86793 -0.44556 2.76717  0.201
H33 -4.34965 1.04942 3.60228  0.155

Summary:
**HOMO energy**: -8.50 eV
**Energy**: -23750.3855 eV
**E_LUMO**: 0.9 eV
**Gap between HOMO and LUMO**: 0.34507 Ha
**SMILES**: COC(=O)CCCCCCCCCCN1CCCCC1
**Energy relative to the best compared isomer or geometry (same formula, charge and spin)**: 5.5 kJ/mol

=====

Question: The lowest energy belongs to which entry?
Answer: C17H33CuN11O4PS3

=====

Question: Among the records above, which one has the highest energy?
Answer: C17H33NO2